Molecular formula: C4H12N2O2
Method: DFT, ωB97M-V/def2-TZVPD

```
! RIJCOSX wB97M-V def2-TZVPD def2/J DEFGRID3
* xyz 0 1
C -1.852 0.116 -0.398
C -2.381 -0.372 0.944
C 0.955 0.488 0.964
O 0.981 -0.505 1.880
O 1.031 1.660 1.253
H 0.870 -0.102 2.752
H -1.568 -0.733 -1.021
H -2.669 0.559 -0.971
H -3.203 -1.075 0.807
H -2.794 0.452 1.526
H -1.573 -0.808 1.529
C 1.799 0.895 -1.322
N 1.202 0.018 -0.330
N 1.286 -1.370 -0.523
H -0.865 0.723 -0.388
H 0.726 -1.624 -1.334
H 2.247 -1.676 -0.656
H 1.194 0.851 -2.231
H 1.791 1.908 -0.928
H 2.824 0.595 -1.554
*
```

Values from the calculation:
energy above the lowest of the compared OMol25 structures with the same formula, charge and spin = 50.3 kcal per mole
lowest unoccupied orbital energy = 0.83 eV
structure (SMILES) = CN(N)C(=O)O.CC
max |F| = 3.0 eV/A
DFT total energy = -11417.03365 eV
HOMO-LUMO gap = 10.4 eV

=====

Molecular formula: C4H12N2O2
Method: DFT, ωB97M-V/def2-TZVPD

```
! RIJCOSX wB97M-V def2-TZVPD def2/J DEFGRID3
* xyz 0 1
C 0.650 0.269 -2.570
C 1.037 -0.771 -0.470
N 1.976 -0.922 0.520
O 1.521 0.021 -1.473
O 0.116 -1.584 -0.622
H 2.809 -0.361 0.460
H 2.022 -1.821 0.970
H 0.119 1.212 -2.411
H 1.270 0.337 -3.467
H -0.063 -0.553 -2.682
C -1.971 -0.003 0.406
C -0.556 0.858 2.144
N -0.971 0.947 0.751
H -0.083 0.673 0.177
H -1.345 -0.985 0.086
H -2.466 0.287 -0.520
H -2.719 -0.140 1.189
H -0.237 -0.156 2.428
H -1.392 1.163 2.774
H 0.284 1.531 2.309
*
```

Values from the calculation:
energy above the lowest of the compared OMol25 structures with the same formula, charge and spin = 56.6 kcal per mole
lowest unoccupied orbital energy = 0.70 eV
structure (SMILES) = COC(N)=O.CNC
max |F| = 4.1 eV/A
DFT total energy = -11416.76113 eV
HOMO-LUMO gap = 8.9 eV

=====

Molecular formula: C4H12N2O2
Method: DFT, ωB97M-V/def2-TZVPD

```
! RIJCOSX wB97M-V def2-TZVPD def2/J DEFGRID3
* xyz 0 1
C 1.190 0.348 0.090
N 0.396 0.141 1.270
C -0.829 0.813 1.484
N -1.363 1.555 0.475
O -1.410 0.664 2.548
C 0.612 -0.166 -1.215
C 1.610 -0.260 -2.387
H 2.143 -0.266 0.220
H 1.652 1.340 -0.049
H 0.866 0.150 2.158
H -0.782 1.704 -0.336
H -2.346 1.726 0.545
H 0.090 -1.134 -1.067
H -0.274 0.379 -1.590
H 1.019 0.033 -3.317
H 2.408 0.455 -2.255
H 1.902 -1.300 -2.554
H -2.776 -1.956 1.416
H -1.933 -1.756 2.593
O -2.177 -2.470 1.971
*
```

Values from the calculation:
energy above the lowest of the compared OMol25 structures with the same formula, charge and spin = 23.3 kcal per mole
lowest unoccupied orbital energy = 0.73 eV
structure (SMILES) = CCCNC(N)=O.O
max |F| = 2.9 eV/A
DFT total energy = -11418.20472 eV
HOMO-LUMO gap = 10.6 eV

=====

Molecular formula: C4H12N2O2
Method: DFT, ωB97M-V/def2-TZVPD

```
! RIJCOSX wB97M-V def2-TZVPD def2/J DEFGRID3
* xyz 0 1
C 1.723 1.503 0.004
N 1.645 0.093 0.304
C 1.092 -0.808 -0.558
O 1.370 -0.128 1.670
O 0.606 -1.893 -0.169
H 1.759 -1.001 1.840
H 1.271 -0.592 -1.609
H 1.932 1.631 -1.057
H 2.526 1.945 0.593
H 0.776 1.991 0.252
C -1.560 -0.993 1.080
C -1.183 0.331 -1.403
N -1.459 0.260 0.514
H -2.386 0.651 0.371
H -2.487 -1.557 0.924
H -1.132 -1.034 2.083
H -0.608 -1.637 0.559
H -1.685 1.293 -1.459
H -1.827 -0.448 -1.816
H -0.373 0.396 -2.124
*
```

Values from the calculation:
energy above the lowest of the compared OMol25 structures with the same formula, charge and spin = 164.2 kcal per mole
lowest unoccupied orbital energy = 0.76 eV
max |F| = 4.4 eV/A
DFT total energy = -11412.09830 eV
HOMO-LUMO gap = 9.0 eV

=====

Molecular formula: C4H12N2O2
Method: DFT, ωB97M-V/def2-TZVPD

```
! RIJCOSX wB97M-V def2-TZVPD def2/J DEFGRID3
* xyz 0 1
C -0.479 -0.158 -1.660
C -1.175 -1.212 -2.289
C -1.567 -2.349 -1.704
O -0.529 1.549 1.583
N -0.375 -0.108 -0.350
C 0.988 -0.473 0.321
N 0.748 -0.855 1.648
H -1.180 2.254 1.669
H -0.094 0.676 -2.259
H -1.168 -1.188 -3.362
H -1.643 -2.461 -0.632
H -1.917 -3.089 -2.414
H -0.507 0.902 -0.113
H 1.465 -1.213 -0.292
H 1.541 0.432 0.517
H 0.174 -0.058 1.962
H 0.299 -1.745 1.808
H 1.995 3.208 1.554
H 0.802 2.189 1.357
O 1.819 2.334 1.195
*
```

Values from the calculation:
energy above the lowest of the compared OMol25 structures with the same formula, charge and spin = 140.6 kcal per mole
lowest unoccupied orbital energy = -2.40 eV
max |F| = 2.4 eV/A
DFT total energy = -11413.11855 eV
HOMO-LUMO gap = 6.0 eV

=====

Molecular formula: C4H12N2O2
Method: DFT, ωB97M-V/def2-TZVPD

```
! RIJCOSX wB97M-V def2-TZVPD def2/J DEFGRID3
* xyz 0 1
C -1.036 1.131 -1.255
C -0.567 0.238 1.120
C -0.460 0.052 -0.372
N -1.459 -0.653 1.818
O -0.803 1.568 1.546
O -0.743 -1.227 -0.813
H -1.731 1.562 1.832
H -0.398 -1.294 -1.718
H -1.689 -1.465 1.251
H -1.028 -0.993 2.672
H -0.682 2.119 -0.959
H -0.764 0.968 -2.302
H -2.129 1.123 -1.173
C 2.247 -0.895 -0.490
N 1.318 0.213 -0.453
H 1.752 1.133 -0.394
H 0.641 0.043 1.194
H 2.894 -0.840 -1.376
H 1.743 -1.866 -0.524
H 2.894 -0.915 0.396
*
```

Values from the calculation:
energy above the lowest of the compared OMol25 structures with the same formula, charge and spin = 88.7 kcal per mole
lowest unoccupied orbital energy = 0.75 eV
structure (SMILES) = CN[C@@](C)(O)[C@H](N)O
max |F| = 4.0 eV/A
DFT total energy = -11415.37110 eV
HOMO-LUMO gap = 8.3 eV

=====

Molecular formula: C4H12N2O2
Method: DFT, ωB97M-V/def2-TZVPD

```
! RIJCOSX wB97M-V def2-TZVPD def2/J DEFGRID3
* xyz 0 1
C -0.917 -0.006 2.015
C 1.062 1.695 -1.310
N -0.826 -0.156 0.582
C -0.284 1.164 -0.823
O -2.211 -0.227 0.250
O -0.921 0.642 -1.754
H -2.442 0.043 -0.662
H -1.603 0.774 2.323
H 0.311 0.063 2.188
H -1.172 -0.929 2.538
H 1.238 1.485 -2.363
H 1.077 2.776 -1.175
H 1.844 1.229 -0.716
C 0.785 -1.806 -0.583
N 0.605 -0.912 0.566
H 0.988 -1.459 1.344
H -0.213 1.691 0.233
H 0.662 -1.270 -1.518
H 1.839 -2.084 -0.597
H 0.177 -2.714 -0.539
*
```

Values from the calculation:
energy above the lowest of the compared OMol25 structures with the same formula, charge and spin = 220.8 kcal per mole
lowest unoccupied orbital energy = 0.56 eV
structure (SMILES) = CNN(C)O.CC=O
max |F| = 4.2 eV/A
DFT total energy = -11409.64154 eV
HOMO-LUMO gap = 8.5 eV

=====

Molecular formula: C4H12N2O2
Method: DFT, ωB97M-V/def2-TZVPD

```
! RIJCOSX wB97M-V def2-TZVPD def2/J DEFGRID3
* xyz 2 1
O -2.203 -1.134 1.056
C -1.074 -0.764 1.018
O -0.003 -1.495 1.363
C -0.648 0.627 0.549
C 0.074 0.634 -0.804
C 1.554 0.238 -0.776
N 1.863 -1.245 -0.793
N -1.970 1.375 0.417
H -0.287 -2.341 1.757
H -0.131 1.102 1.372
H 0.129 1.680 -1.116
H -0.453 0.058 -1.565
H 2.071 0.669 0.086
H 2.110 0.684 -1.601
H 2.880 -1.323 -0.747
H 1.514 -1.604 0.100
H 1.490 -1.749 -1.570
H -1.959 2.079 -0.285
H -2.734 0.719 0.221
H -2.220 1.793 1.319
*
```

Values from the calculation:
energy above the lowest of the compared OMol25 structures with the same formula, charge and spin = 0.0 kcal per mole
lowest unoccupied orbital energy = -6.78 eV
structure (SMILES) = [NH3+]CC[C@@H]([NH3+])C(=O)O
max |F| = 2.3 eV/A
DFT total energy = -11401.62384 eV
HOMO-LUMO gap = 12.8 eV

=====

Molecular formula: C4H12N2O2P
Method: DFT, ωB97M-V/def2-TZVPD

```
! RIJCOSX wB97M-V def2-TZVPD def2/J DEFGRID3
* xyz -1 1
C -0.846 -2.095 0.757
C -0.346 -0.240 2.188
C 0.645 0.151 -1.899
C 0.739 2.178 -0.641
N -1.203 -0.760 1.163
N 0.675 0.767 -0.597
O -2.312 1.674 0.687
O -2.337 -0.144 -1.080
P -1.676 0.454 0.042
H 0.239 -2.070 0.494
H -1.059 -2.627 1.604
H -1.450 -2.362 -0.190
H 0.691 0.080 2.037
H -0.593 0.779 2.602
H -0.490 -0.862 3.107
H 0.030 -0.713 -1.573
H 0.199 0.685 -2.791
H 1.773 0.176 -2.149
H -0.053 2.617 -1.135
H 0.632 2.609 0.491
H 1.675 2.447 -1.057
*
```

Values from the calculation:
energy above the lowest of the compared OMol25 structures with the same formula, charge and spin = 75.2 kcal per mole
lowest unoccupied orbital energy = 3.95 eV
max |F| = 4.3 eV/A
DFT total energy = -20706.68179 eV
HOMO-LUMO gap = 7.4 eV

=====

Molecular formula: C4H12N2O3
Method: DFT, ωB97M-V/def2-TZVPD

```
! RIJCOSX wB97M-V def2-TZVPD def2/J DEFGRID3
* xyz 0 1
O -0.420 0.014 2.180
C -1.054 -0.151 1.161
O -2.384 -0.300 1.185
C -0.374 -0.251 -0.206
C 0.821 -1.207 -0.060
C 2.146 -0.504 0.183
N 2.369 0.609 -0.750
N -1.370 -0.764 -1.172
H -0.033 0.721 -0.540
H 0.892 -1.799 -0.972
H 0.592 -1.906 0.742
H 2.969 -1.220 0.144
H 2.201 -0.080 1.185
H 2.536 1.476 -0.268
H 3.000 0.420 -1.517
H -1.158 -1.694 -1.500
H -2.623 -0.555 0.266
H -1.533 -0.159 -1.967
H -1.408 2.446 0.446
H -2.883 2.109 0.892
O -2.289 2.796 0.568
*
```

Values from the calculation:
energy above the lowest of the compared OMol25 structures with the same formula, charge and spin = 14.7 kcal per mole
lowest unoccupied orbital energy = 0.71 eV
structure (SMILES) = NCC[C@@H](N)C(=O)O.O
max |F| = 1.3 eV/A
DFT total energy = -13465.66201 eV
HOMO-LUMO gap = 10.3 eV

=====

- Among the records above, which one has the lowest max |F|?
  C4H12N2O3

=====

- Number 6 is which compound?
  C4H12N2O2

=====

- What is the formula in the eighth record?
  C4H12N2O2

=====

- The lowest DFT total energy belongs to which entry?
  C4H12N2O2P